Computed, not measured: a molecular structure, C35H32CrN6OP2S4, with ωB97M-V with the def2-TZVPD basis set.

Atoms and positions in Å:
H: 2.2556 1.5685 2.8189
C: 2.6345 4.9060 -3.8878
H: -4.5106 3.3425 -0.4809
S: 4.0656 -1.2478 0.9911
S: 2.6391 1.0259 -3.7934
H: -3.3088 -3.5085 -0.7147
C: -4.3976 -0.2935 -2.5431
H: 1.5229 -2.7236 3.8134
C: -0.8365 -3.2625 -0.0944
C: -5.2296 1.6023 0.5650
H: 3.6025 2.1702 3.8089
H: 6.1356 4.7688 -1.6152
C: 4.1869 1.4699 1.8522
P: -0.8694 -1.7119 -1.1245
N: 3.0714 0.7541 -0.1999
C: 6.1589 4.4917 -2.6714
H: 0.9400 -1.6095 1.6586
H: -3.2549 -0.7883 1.9106
H: 6.6320 5.3092 -3.2176
C: -2.5275 0.9612 0.8940
C: 0.1165 -1.5721 4.9551
C: -1.3028 -4.3654 2.0144
C: -5.3324 -1.2833 -2.2599
S: 0.0533 -2.1477 -2.8731
C: -4.8663 0.4401 1.2283
C: -0.8466 -0.5666 4.9103
C: -0.2374 -0.3612 -0.3788
N: 4.3934 2.9657 -3.2619
C: 3.0860 -1.4694 -0.4118
P: -0.7249 0.5716 0.9247
H: 0.3522 -2.0589 5.8943
H: -5.6602 -3.2095 -1.3712
N: 2.2396 3.6537 -3.9986
C: -0.7234 -5.5374 1.5443
N: 2.6620 -0.3462 -0.9023
C: -0.5042 -0.3159 2.5320
C: -0.2752 -4.4479 -0.5576
H: 5.2396 1.3170 2.1121
H: 3.3749 0.4296 3.5845
C: -4.2444 2.4435 0.0600
C: 3.2996 1.4032 3.0947
C: -0.2122 -5.5757 0.2540
C: -1.1448 0.0618 3.7114
Cr: 1.0398 0.6571 -1.8284
H: 4.0999 2.4439 1.3685
C: 3.9022 5.2776 -3.4764
C: -2.9068 2.1249 0.2241
C: 0.4528 -1.3234 2.5884
H: -1.7943 -2.3351 1.5869
C: -1.3540 -3.2446 1.1984
H: -5.6252 -0.2332 1.6084
C: -4.9362 -2.4368 -1.6018
C: -2.6655 -1.6187 -1.5106
S: 0.2675 2.2870 1.2298
H: 4.2018 6.3143 -3.3973
C: -3.0740 -0.4593 -2.1731
H: 2.0508 -2.5847 -1.6766
H: -1.6995 -4.3137 3.0209
C: 0.7704 -1.9447 3.7905
H: -4.6973 0.6194 -3.0418
H: -2.1368 2.7733 -0.1747
H: 1.8930 5.6619 -4.1373
C: 3.7728 0.4684 0.8303
H: -1.8689 0.8678 3.6894
O: -1.9758 3.6508 -2.9132
C: -3.6055 -2.6020 -1.2277
N: -0.3711 1.9634 -2.4280
C: -1.1585 2.8026 -2.6613
H: -2.3412 0.3139 -2.3797
H: 0.2360 -6.4858 -0.1270
N: 2.7856 -2.6905 -0.9611
H: -6.3700 -1.1476 -2.5430
H: -6.2771 1.8440 0.4263
H: 0.1131 -4.4649 -1.5703
C: -3.5208 0.1243 1.3882
C: 3.1275 2.6912 -3.6688
H: 2.5225 -3.3942 -0.2803
H: -1.3558 -0.2652 5.8178
C: 4.7615 4.2307 -3.1702
H: 6.7568 3.5885 -2.7728
H: -0.6719 -6.4145 2.1789

Properties
* net charge: -2
* 2S+1: 5
* Kohn-Sham gap (alpha / beta): 5.6 / 6.0 eV
* E_HOMO (alpha / beta): -1.6439 / -1.9960 eV
* ΔE to the lowest compared entry with this formula, charge and spin: 1.056 eV
* lowest unoccupied orbital energy (alpha / beta): 4.0 / 4.0 eV
* DFT total energy: -138147.651 eV